(1)
DFT (ωB97M-V with the def2-TZVPD basis set) results for C19H18AuI2NP as an isolated structure.

- Lowest unoccupied orbital energy: -12.13 eV
- HOMO-LUMO gap: 0.2322 Ha
- ΔE to the lowest compared entry with this formula, charge and spin: 0.000 eV
- E: -1860.97006 a.u.

Geometry as ORCA input:
```
! RIJCOSX wB97M-V def2-TZVPD def2/J DEFGRID3
* xyz 3 1
Au -0.66 -1.43 -1.63
I -1.45 -3.77 -3.06
C 0.64 -4.01 -3.37
I 1.67 -2.51 -2.22
H 0.87 -3.83 -4.42
H 0.96 -4.99 -3.04
N -2.47 -0.31 -1.48
C -2.38 1.00 -0.81
C -3.46 1.86 -0.83
C -3.31 3.12 -0.25
C -2.11 3.50 0.34
C -1.04 2.63 0.37
C -1.18 1.36 -0.20
P 0.08 0.14 0.03
C -0.16 -0.86 1.44
C -1.26 -0.60 2.29
C -1.43 -1.35 3.43
C -0.53 -2.37 3.74
C 0.55 -2.65 2.90
C 0.74 -1.91 1.75
C 1.70 0.71 -0.30
C 2.74 0.50 0.62
C 3.99 1.03 0.35
C 4.19 1.76 -0.82
C 3.16 1.97 -1.73
C 1.91 1.45 -1.47
H -3.21 -0.88 -1.06
H -2.76 -0.15 -2.45
H -4.39 1.59 -1.31
H -4.14 3.81 -0.27
H -2.01 4.49 0.77
H -0.11 2.92 0.83
H -1.94 0.21 2.06
H -2.26 -1.14 4.09
H -0.68 -2.95 4.64
H 1.23 -3.45 3.15
H 1.57 -2.13 1.10
H 2.57 -0.03 1.55
H 4.80 0.90 1.06
H 5.17 2.19 -1.01
H 3.33 2.56 -2.62
H 1.09 1.63 -2.17
*
```

---

(2)
DFT (ωB97M-V with the def2-TZVPD basis set) results for a 3-piece molecular cluster, C19H18BF16IO7 overall.

- Lowest unoccupied orbital energy: -1.10 eV
- Structure (SMILES): O=C1C=C(CCO)C(=O)C(CB(O)O)=C1I.FC(F)C(F)(F)COC(F)(F)C(F)F.FC(F)C(F)(F)COC(F)(F)C(F)F
- HOMO-LUMO gap: 0.2980 Ha
- E: -3181.98809 a.u.

Geometry as ORCA input:
```
! RIJCOSX wB97M-V def2-TZVPD def2/J DEFGRID3
* xyz 0 1
O -2.81 -8.08 -3.30
C -2.87 -6.90 -3.06
C -1.69 -6.00 -3.25
C -1.88 -4.72 -3.58
C -0.83 -3.67 -3.73
C -0.08 -3.52 -2.42
O -1.02 -3.16 -1.40
C -3.31 -4.28 -3.73
O -3.62 -3.38 -4.48
C -4.32 -4.93 -2.83
C -5.38 -4.02 -2.34
B -4.72 -2.79 -1.57
O -5.27 -1.55 -1.72
O -3.65 -2.95 -0.70
C -4.10 -6.22 -2.53
I -5.33 -7.37 -1.34
H -0.71 -6.44 -3.12
H -0.17 -3.88 -4.58
H -1.32 -2.72 -3.93
H 0.40 -4.46 -2.12
H 0.71 -2.76 -2.50
H -0.82 -2.27 -1.09
H -6.06 -4.55 -1.66
H -5.97 -3.64 -3.18
H -4.79 -0.90 -1.20
H -2.81 -3.25 -1.08
C -1.72 0.48 2.22
C -0.75 0.06 1.10
C 0.24 -1.06 1.43
F 1.10 -0.66 2.38
F 0.96 -1.35 0.31
F -0.09 1.12 0.61
F -1.53 -0.45 0.10
O -1.36 1.65 2.91
C -0.64 1.61 4.07
C 0.60 2.51 3.97
F 1.41 2.05 2.99
F 1.28 2.44 5.14
F -0.32 0.36 4.43
F -1.41 2.13 5.05
H -2.64 0.72 1.70
H -1.91 -0.36 2.89
H -0.27 -1.97 1.75
H 0.31 3.54 3.76
C 3.43 5.15 0.07
C 4.78 5.52 -0.53
C 5.94 4.55 -0.29
F 6.22 4.48 1.03
F 7.04 5.01 -0.94
F 5.14 6.76 -0.16
F 4.60 5.52 -1.89
O 3.11 5.80 1.28
C 3.38 5.24 2.48
C 4.19 6.19 3.37
F 5.38 6.45 2.79
F 4.41 5.59 4.56
F 3.98 4.04 2.38
F 2.19 5.03 3.13
H 2.69 5.51 -0.65
H 3.32 4.07 0.15
H 5.70 3.55 -0.67
H 3.64 7.12 3.53
*
```

---

(3)
DFT (ωB97M-V with the def2-TZVPD basis set) results for one molecule with the formula C19H18BrN3O3.

- Lowest unoccupied orbital energy: 0.53 eV
- Structure (SMILES): Cc1c(NC(=O)COc2cccc(Br)c2)c(=O)n(-c2ccccc2)n1C
- HOMO-LUMO gap: 0.3198 Ha
- ΔE to the lowest compared entry with this formula, charge and spin: 0.395 eV
- E: -3698.82554 a.u.

Geometry as ORCA input:
```
! RIJCOSX wB97M-V def2-TZVPD def2/J DEFGRID3
* xyz 0 1
C 2.23 1.25 -0.19
C 1.28 0.59 0.73
C 0.50 -0.52 0.60
N 0.21 -1.43 -0.42
C 0.56 -1.47 -1.72
O 1.25 -0.65 -2.30
C -0.02 -2.70 -2.44
O 0.24 -2.69 -3.81
C -0.28 -1.69 -4.58
C 0.15 -1.67 -5.90
C -0.35 -0.72 -6.76
C -1.28 0.22 -6.35
C -1.70 0.19 -5.04
C -1.22 -0.76 -4.15
H -1.57 -0.74 -3.13
H -2.42 0.92 -4.70
H -1.65 0.96 -7.04
Br 0.26 -0.70 -8.57
H 0.88 -2.40 -6.22
H -1.10 -2.78 -2.23
H 0.48 -3.60 -2.06
H -0.41 -2.15 -0.05
C -0.19 -0.75 1.85
O -0.99 -1.64 2.11
N 0.22 0.26 2.68
C -0.41 0.65 3.87
C -0.72 1.98 4.12
C -1.36 2.33 5.30
C -1.70 1.36 6.22
C -1.41 0.03 5.96
C -0.76 -0.33 4.80
H -0.54 -1.37 4.58
H -1.69 -0.73 6.68
H -2.20 1.64 7.14
H -1.59 3.37 5.49
H -0.49 2.73 3.38
N 1.06 1.13 1.99
C 2.13 1.78 2.72
H 2.42 2.68 2.19
H 1.77 2.04 3.71
H 3.00 1.12 2.82
H 3.26 1.12 0.16
H 2.02 2.32 -0.25
H 2.14 0.81 -1.18
*
```

---

(4)
DFT (ωB97M-V with the def2-TZVPD basis set) results for C19H18BrN6O7Tl as an isolated structure at a distorted geometry.

- Lowest unoccupied orbital energy: 3.96 eV
- HOMO-LUMO gap: 0.2586 Ha
- ΔE to the lowest compared entry with this formula, charge and spin: 1.058 eV
- E: -4336.64871 a.u.

Geometry as ORCA input:
```
! RIJCOSX wB97M-V def2-TZVPD def2/J DEFGRID3
* xyz -2 1
Tl -1.18 0.24 -0.69
O -0.50 4.29 -2.79
C -0.30 3.31 -2.07
O -1.16 2.52 -1.62
C 1.23 2.98 -1.84
C 1.59 1.72 -2.66
C 3.12 1.72 -2.91
C 3.63 1.30 -1.52
C 2.31 1.16 -0.75
O 1.43 0.65 -1.75
C 1.76 2.56 -0.45
C 0.77 2.56 0.76
O 0.77 3.55 1.48
O 0.16 1.47 1.00
H 1.76 3.86 -2.21
H 0.98 1.56 -3.55
H 3.39 0.99 -3.67
H 3.47 2.71 -3.21
H 4.15 0.34 -1.57
H 4.30 2.03 -1.06
H 2.34 0.49 0.11
H 2.57 3.24 -0.14
C 1.35 0.20 3.36
O 1.57 -0.83 2.40
C 0.52 -1.47 1.87
O 0.70 -2.33 1.02
N -0.68 -1.27 2.45
N -1.80 -2.02 2.00
H 2.34 0.58 3.62
H 0.87 -0.20 4.25
H 0.76 1.00 2.90
H -0.91 -0.36 2.82
H -2.48 -1.37 1.59
H -1.45 -2.61 1.24
Br 2.25 -1.97 -3.34
C 0.80 -2.79 -2.45
C 1.05 -3.70 -1.43
C -0.05 -4.28 -0.83
C -1.32 -3.94 -1.28
C -1.44 -3.04 -2.32
N -0.39 -2.48 -2.90
H 2.06 -3.91 -1.12
H 0.09 -4.98 -0.03
H -2.20 -4.37 -0.81
H -2.40 -2.76 -2.73
N -3.35 0.27 1.15
C -4.15 0.44 1.98
C -5.10 0.56 2.96
C -6.32 1.16 2.72
N -7.36 1.65 2.55
C -4.88 0.01 4.22
N -4.73 -0.44 5.27
*
```

---

(5)
DFT (ωB97M-V with the def2-TZVPD basis set) results for C19H18ClFN4O10Pd as an isolated structure at a distorted geometry.

- Lowest unoccupied orbital energy: -1.66 eV
- HOMO-LUMO gap: 0.2396 Ha
- ΔE to the lowest compared entry with this formula, charge and spin: 0.148 eV
- E: -2394.26060 a.u.

Geometry as ORCA input:
```
! RIJCOSX wB97M-V def2-TZVPD def2/J DEFGRID3
* xyz 0 1
Pd -1.40 -0.25 1.27
N -2.73 1.92 1.21
C -2.55 2.47 2.54
C -2.66 1.40 3.59
O -3.03 1.57 4.71
N -2.19 0.09 3.13
C -2.48 -0.89 3.88
C -4.40 -2.31 1.73
O -5.05 -2.83 2.53
O -3.73 -1.77 0.95
H -2.29 2.47 0.49
H -3.70 1.77 0.95
H -3.22 3.29 2.82
H -1.52 2.84 2.62
H -3.08 -0.73 4.77
H -2.07 -1.87 3.64
F -4.49 -1.48 -4.96
C -3.36 -0.77 -4.82
C -2.42 -1.13 -3.94
N -1.25 -0.43 -3.79
C -0.35 -0.76 -2.71
C -0.94 -0.35 -1.36
O -0.48 -0.99 -0.34
O -1.79 0.52 -1.27
C -0.99 0.71 -4.53
O 0.03 1.37 -4.42
N -1.99 1.05 -5.43
C -3.21 0.42 -5.65
O -4.01 0.83 -6.45
H -2.54 -2.00 -3.31
H 0.58 -0.21 -2.86
H -0.13 -1.83 -2.71
H -1.81 1.88 -5.98
C 5.35 1.67 1.42
C 4.73 0.50 0.72
C 5.19 0.07 -0.51
C 4.60 -1.02 -1.14
Cl 5.20 -1.54 -2.69
C 3.55 -1.69 -0.56
C 3.07 -1.27 0.68
C 3.66 -0.19 1.31
O 3.25 0.31 2.52
C 2.29 -0.43 3.23
C 0.91 -0.40 2.58
O 0.54 0.66 2.03
O 0.21 -1.44 2.63
H 6.14 2.11 0.82
H 5.77 1.37 2.39
H 4.60 2.44 1.63
H 6.01 0.59 -0.99
H 3.09 -2.53 -1.06
H 2.24 -1.80 1.12
H 2.21 0.05 4.21
H 2.60 -1.47 3.37
*
```